C3H10N2O | the ωB97M-V functional and the def2-TZVPD basis

Computed properties:
energy = -304.753637 hartree
energy relative to the best compared isomer or geometry (same formula, charge and spin) = 842.82 kJ/mol

Last column: Mulliken charge in e.
Atoms and positions in Å:
C -0.624450 -1.464256 0.685660  -1.3564
C 0.670412 -0.726143 0.900410  0.6959
C 0.681756 0.634532 0.407091  -0.5992
N 0.007371 1.111361 -0.923028  -0.4353
N 1.827764 -1.503768 0.050665  -0.5554
H -0.509192 -2.255258 -0.025641  0.4596
H -1.435067 -0.749255 0.328092  0.3013
H -1.140059 -1.905468 1.561026  0.3510
H 0.168933 1.303635 1.106479  0.3653
H 1.779741 0.819975 0.333736  0.2403
H -0.355491 0.283518 -1.341044  0.2445
H 2.784473 -1.335838 0.497963  0.2963
H 1.379239 -2.338603 0.601196  0.3308
H -2.490001 3.473982 -1.810990  0.2081
H -0.795262 1.849976 -0.862880  0.3660
O -1.950167 2.801608 -1.508735  -0.9128

Atoms 1-2, force components in eV/Å:
C -1.993 0.821 1.409
C 0.345 -0.859 -7.005